Record 1
{
  "formula": "C4H10FN3",
  "method": "ωB97M-V with the def2-TZVPD basis set",
  "elements": ["C", "C", "C", "C", "H", "H", "H", "H", "H", "H", "H", "H", "H", "H", "N", "N", "N", "F"],
  "coordinates": [[-0.121, 1.994, -0.321], [0.164, 0.577, 0.091], [1.286, 0.104, -0.797], [-1.081, -0.380, -0.076], [-0.766, 2.469, 0.421], [-0.529, 2.047, -1.326], [0.814, 2.587, -0.296], [-0.227, 0.949, 2.008], [0.730, -0.358, 1.860], [2.141, 0.801, -0.791], [0.960, -0.134, -1.834], [0.198, -2.002, 0.070], [-1.565, -2.298, 0.225], [-2.452, 0.838, -0.583], [0.600, 0.608, 1.515], [-0.757, -1.701, 0.283], [-2.284, -0.161, -0.424], [1.810, -1.099, -0.306]],
  "charge": 0,
  "molar_mass_da": 119.14,
  "max_force_ev_per_a": 1.52,
  "e_above_lowest_ev": 0.000,
  "e_tot_ev": -11497.9769,
  "e_homo_ev": -9.31
}

---

Record 2
{
  "formula": "C44H72BKN4O2PSSb",
  "method": "ωB97M-V with the def2-TZVPD basis set",
  "elements": ["K", "C", "C", "N", "N", "C", "N", "S", "C", "C", "C", "C", "C", "N", "H", "H", "H", "H", "H", "H", "H", "H", "H", "H", "C", "C", "C", "C", "P", "C", "C", "C", "C", "C", "C", "C", "C", "C", "C", "H", "H", "H", "H", "H", "H", "H", "H", "H", "H", "H", "H", "H", "H", "H", "H", "H", "H", "H", "H", "H", "H", "H", "C", "C", "C", "C", "C", "C", "C", "C", "O", "B", "O", "C", "C", "H", "H", "H", "H", "H", "H", "H", "H", "H", "H", "H", "H", "C", "C", "C", "C", "Sb", "C", "C", "C", "C", "C", "C", "C", "C", "H", "H", "H", "H", "H", "H", "H", "H", "H", "H", "H", "H", "H", "H", "H", "H", "H", "H", "H", "H", "H", "H", "H", "H", "H", "H", "H"],
  "coordinates": [[-0.304, 0.361, 0.628], [-4.829, 2.493, 1.360], [-3.531, 1.865, 0.938], [-2.494, 1.691, 1.669], [-2.557, 2.095, 2.971], [-1.502, 1.954, 3.841], [-1.799, 2.484, 5.066], [-0.063, 1.212, 3.544], [-3.445, 1.403, -0.505], [-4.574, 1.415, -1.315], [-4.445, 1.013, -2.640], [-3.207, 0.619, -3.107], [-2.136, 0.615, -2.219], [-2.256, 1.002, -0.956], [-4.772, 3.071, 2.280], [-5.603, 1.732, 1.489], [-5.171, 3.183, 0.591], [-3.434, 2.439, 3.339], [-2.465, 3.236, 5.139], [-1.025, 2.520, 5.708], [-5.537, 1.721, -0.940], [-5.309, 1.014, -3.291], [-3.058, 0.305, -4.131], [-1.147, 0.296, -2.531], [0.096, -3.836, 0.676], [-0.519, -3.618, 2.063], [0.503, -2.847, 2.911], [-0.783, -4.966, 2.735], [-1.983, -2.463, 1.923], [-2.783, -2.603, 3.569], [-3.494, -3.703, 4.058], [-4.063, -3.684, 5.321], [-3.920, -2.567, 6.135], [-3.206, -1.474, 5.676], [-2.651, -1.495, 4.403], [-3.235, -3.121, 0.683], [-3.491, -4.628, 0.606], [-4.552, -2.392, 0.975], [-2.761, -2.660, -0.701], [1.079, -4.299, 0.793], [0.259, -2.901, 0.133], [-0.506, -4.498, 0.053], [1.391, -3.470, 3.040], [0.115, -2.603, 3.903], [0.826, -1.924, 2.426], [0.147, -5.541, 2.753], [-1.527, -5.565, 2.213], [-1.109, -4.840, 3.768], [-3.595, -4.594, 3.458], [-4.609, -4.549, 5.675], [-4.359, -2.558, 7.124], [-3.075, -0.601, 6.303], [-2.086, -0.641, 4.047], [-3.938, -5.032, 1.511], [-2.581, -5.185, 0.392], [-4.190, -4.827, -0.212], [-5.001, -2.701, 1.917], [-5.261, -2.606, 0.171], [-4.405, -1.308, 1.012], [-1.872, -3.192, -1.039], [-2.538, -1.595, -0.706], [-3.555, -2.840, -1.430], [4.675, -6.291, -3.324], [4.878, -4.825, -3.730], [4.115, -4.587, -5.033], [6.369, -4.582, -3.997], [4.404, -3.903, -2.606], [4.949, -4.048, -1.327], [4.580, -3.233, -0.258], [3.638, -2.258, -0.501], [3.100, -1.358, 0.353], [2.115, -0.555, -0.368], [2.186, -1.091, -1.738], [3.091, -2.099, -1.760], [3.454, -2.898, -2.824], [5.013, -6.954, -4.124], [3.622, -6.498, -3.130], [5.235, -6.542, -2.424], [4.462, -5.293, -5.790], [4.277, -3.581, -5.421], [3.041, -4.733, -4.906], [6.717, -5.221, -4.812], [6.970, -4.801, -3.115], [6.550, -3.542, -4.273], [5.691, -4.817, -1.153], [5.016, -3.361, 0.723], [3.002, -2.739, -3.792], [3.040, 4.922, -2.606], [2.673, 3.618, -1.915], [3.843, 3.141, -1.049], [2.414, 2.528, -2.965], [0.909, 3.643, -0.658], [1.505, 4.878, 1.051], [2.390, 6.081, 0.744], [2.258, 3.939, 1.997], [0.242, 5.349, 1.773], [-0.523, 4.928, -1.731], [-0.787, 4.233, -3.068], [-0.141, 6.380, -1.992], [-1.831, 4.894, -0.931], [3.972, 4.775, -3.163], [3.199, 5.746, -1.906], [2.280, 5.233, -3.328], [4.678, 2.879, -1.708], [3.597, 2.251, -0.466], [4.200, 3.921, -0.374], [3.326, 2.382, -3.554], [1.617, 2.793, -3.663], [2.170, 1.569, -2.503], [3.375, 5.776, 0.382], [2.550, 6.657, 1.663], [1.959, 6.757, 0.004], [3.199, 3.581, 1.583], [1.665, 3.067, 2.272], [2.491, 4.479, 2.923], [-0.231, 6.189, 1.263], [0.518, 5.694, 2.776], [-0.499, 4.553, 1.892], [0.066, 4.299, -3.745], [-1.634, 4.717, -3.568], [-1.039, 3.176, -2.945], [0.690, 6.475, -2.692], [0.130, 6.913, -1.079], [-0.996, 6.908, -2.431], [-2.105, 3.878, -0.638], [-2.640, 5.290, -1.556], [-1.791, 5.502, -0.030]],
  "charge": 0,
  "molar_mass_da": 923.80,
  "max_force_ev_per_a": 1.23,
  "e_above_lowest_ev": 2.189,
  "e_tot_ev": -100515.9004,
  "e_homo_ev": -5.62
}

---

Record 3
{
  "formula": "C48H89ClO12PS2",
  "method": "ωB97M-V with the def2-TZVPD basis set",
  "elements": ["C", "C", "O", "O", "C", "C", "C", "C", "C", "C", "P", "C", "O", "C", "C", "C", "C", "C", "C", "C", "C", "C", "C", "O", "C", "C", "C", "C", "S", "C", "C", "C", "C", "C", "S", "O", "O", "Cl", "O", "H", "H", "H", "H", "H", "H", "H", "H", "H", "H", "H", "H", "H", "H", "H", "H", "H", "H", "H", "H", "H", "H", "H", "H", "H", "H", "H", "H", "H", "H", "H", "H", "H", "H", "H", "H", "H", "H", "H", "H", "H", "H", "H", "H", "H", "H", "H", "H", "H", "C", "C", "C", "O", "C", "H", "H", "H", "H", "H", "H", "H", "H", "C", "C", "C", "O", "C", "H", "H", "H", "H", "H", "H", "H", "H", "C", "C", "C", "O", "C", "H", "H", "H", "H", "H", "H", "H", "H", "C", "C", "C", "O", "C", "H", "H", "H", "H", "H", "H", "H", "H", "C", "C", "C", "O", "C", "H", "H", "H", "H", "H", "H", "H", "H"],
  "coordinates": [[0.254, -0.241, 0.044], [0.075, 1.210, -0.388], [0.657, 2.093, 0.181], [-0.747, 1.405, -1.466], [-0.003, 1.939, -2.582], [0.040, 0.958, -3.775], [1.197, 1.298, -4.744], [2.458, 0.404, -4.628], [2.795, -0.131, -3.217], [4.152, -0.873, -3.162], [3.963, -2.754, -3.404], [5.342, -2.942, -4.714], [4.900, -2.677, -6.082], [5.686, -3.314, -6.999], [7.068, -3.287, -6.872], [7.907, -3.940, -7.757], [9.410, -3.893, -7.522], [7.318, -4.605, -8.817], [5.946, -4.615, -8.962], [5.086, -3.984, -8.071], [3.583, -4.040, -8.343], [3.168, -5.279, -9.195], [2.682, -4.039, -7.070], [2.974, -2.793, -1.935], [2.816, -4.145, -1.624], [2.011, -4.533, -0.356], [1.686, -3.353, 0.586], [2.302, -3.527, 2.020], [2.872, -1.887, 2.637], [2.446, -4.803, -2.969], [1.994, -6.260, -2.989], [1.475, -6.599, -4.416], [-0.014, -7.024, -4.477], [-0.987, -6.134, -3.674], [-1.073, -4.418, -4.231], [-0.327, -4.154, -5.415], [-0.812, -3.567, -3.113], [-3.074, -4.077, -4.713], [3.495, -4.433, -3.832], [-0.183, -0.455, 1.022], [1.337, -0.402, 0.088], [-0.111, -0.913, -0.742], [0.987, 2.321, -2.313], [-0.569, 2.812, -2.941], [-0.897, 1.145, -4.323], [-0.003, -0.089, -3.461], [1.409, 2.376, -4.677], [0.797, 1.142, -5.758], [3.314, 1.034, -4.927], [2.451, -0.421, -5.354], [1.948, -0.720, -2.842], [2.873, 0.750, -2.550], [4.795, -0.408, -3.928], [4.601, -0.649, -2.179], [5.033, -3.146, -2.491], [2.905, -2.398, -4.320], [5.625, -4.002, -4.667], [6.179, -2.300, -4.402], [7.559, -2.745, -6.067], [9.717, -2.854, -7.361], [9.587, -4.427, -6.577], [9.970, -4.394, -8.316], [7.957, -5.103, -9.548], [5.582, -5.139, -9.842], [3.335, -3.174, -8.982], [3.614, -5.288, -10.192], [3.466, -6.174, -8.624], [2.073, -5.314, -9.231], [2.317, -3.018, -6.911], [1.796, -4.664, -7.231], [3.270, -4.370, -6.213], [3.814, -4.606, -1.431], [2.627, -5.239, 0.220], [1.119, -5.113, -0.636], [2.029, -2.390, 0.214], [0.592, -3.306, 0.681], [3.153, -4.211, 2.014], [1.508, -3.821, 2.712], [3.628, -1.394, 1.630], [1.582, -4.206, -3.333], [2.822, -6.933, -2.717], [1.200, -6.376, -2.243], [1.588, -5.702, -5.033], [2.107, -7.366, -4.883], [-0.108, -8.070, -4.159], [-0.326, -6.977, -5.531], [-0.816, -6.184, -2.596], [-1.995, -6.548, -3.824], [-1.090, 3.689, 3.186], [-1.648, 3.931, 1.791], [-2.781, 2.920, 1.728], [-3.269, 2.767, 3.068], [-2.354, 3.385, 3.976], [-0.529, 4.533, 3.588], [-0.433, 2.816, 3.177], [-2.048, 4.947, 1.721], [-0.915, 3.798, 0.997], [-2.423, 1.944, 1.383], [-3.596, 3.241, 1.077], [-2.821, 4.304, 4.351], [-2.172, 2.718, 4.822], [-3.955, -1.999, -0.967], [-4.418, -1.859, 0.477], [-4.615, -3.313, 0.884], [-3.672, -4.080, 0.132], [-3.106, -3.257, -0.900], [-3.404, -1.135, -1.338], [-4.816, -2.161, -1.621], [-3.626, -1.406, 1.079], [-5.320, -1.259, 0.595], [-5.622, -3.664, 0.628], [-4.451, -3.478, 1.950], [-2.074, -3.024, -0.620], [-3.092, -3.806, -1.840], [-2.197, 4.636, 7.829], [-0.773, 4.186, 7.544], [0.043, 5.333, 8.120], [-0.715, 5.864, 9.212], [-2.042, 5.319, 9.177], [-2.920, 3.824, 7.845], [-2.514, 5.362, 7.075], [-0.560, 3.264, 8.090], [-0.571, 4.011, 6.487], [0.182, 6.131, 7.382], [1.025, 5.016, 8.476], [-2.135, 4.600, 9.998], [-2.770, 6.115, 9.330], [-7.433, 5.925, 9.495], [-7.538, 4.412, 9.645], [-6.260, 3.943, 8.964], [-5.290, 4.976, 9.159], [-5.939, 6.151, 9.660], [-8.029, 6.482, 10.217], [-7.749, 6.220, 8.491], [-7.519, 4.142, 10.705], [-8.437, 3.985, 9.202], [-6.408, 3.814, 7.886], [-5.882, 3.006, 9.376], [-5.670, 6.265, 10.717], [-5.575, 7.022, 9.114], [-3.331, 9.634, 6.450], [-4.748, 9.827, 5.926], [-5.521, 8.794, 6.730], [-4.851, 8.670, 7.990], [-3.581, 9.331, 7.919], [-2.685, 10.497, 6.299], [-2.869, 8.772, 5.963], [-5.101, 10.833, 6.169], [-4.843, 9.685, 4.850], [-5.506, 7.815, 6.239], [-6.561, 9.082, 6.898], [-3.644, 10.252, 8.509], [-2.812, 8.692, 8.355]],
  "charge": -1,
  "molar_mass_da": 988.79,
  "max_force_ev_per_a": 1.91,
  "e_above_lowest_ev": 0.000,
  "e_tot_ev": -119268.2593,
  "e_homo_ev": -4.90
}